Density functional theory data (wB97M-V/def2-TZVPD) for a molecular structure, C26H39CdCl2N5OPS2 in a non-equilibrium geometry.

Each line ends with the Löwdin charge.
Geometry (Å):
Cd 1.95 -0.12 -1.29  1.2191
N 4.74 3.18 -3.36  0.0297
C 4.18 2.14 -2.63  -0.9708
S 2.83 1.37 -3.41  0.4139
N 4.84 1.80 -1.57  -0.0624
N 4.21 0.96 -0.70  -0.1038
C 4.89 0.53 0.31  -0.1092
C 4.21 -0.31 1.36  -0.3289
C 4.72 -1.60 1.65  -0.0124
C 3.94 -2.47 2.44  -0.0847
C 2.75 -1.99 2.96  -0.1231
C 2.35 -0.71 2.64  -0.1457
N 3.06 0.09 1.83  0.0846
H 4.50 3.05 -4.30  0.0207
H 5.72 3.32 -3.16  0.0774
H 5.96 0.84 0.53  0.1286
H 5.67 -1.86 1.21  0.0991
H 4.19 -3.50 2.62  0.0907
H 2.08 -2.59 3.57  0.0984
H 1.33 -0.27 2.96  0.1240
O 1.36 2.04 -0.60  -0.6899
S 2.17 3.26 -0.34  0.8870
C 1.26 4.48 -1.41  -0.2801
C -0.13 4.61 -0.72  -0.2292
C -0.09 4.33 0.82  -0.1935
C 1.40 3.98 1.18  -0.2946
H 1.12 3.99 -2.36  0.0635
H 1.83 5.42 -1.49  0.0950
H -0.86 3.95 -1.14  0.0828
H -0.43 5.63 -0.95  0.0993
H -0.75 3.46 1.03  0.0926
H -0.43 5.24 1.33  0.0996
H 1.70 3.34 2.00  0.0756
H 1.93 4.95 1.31  0.0870
Cl 0.42 -1.33 -3.47  0.5464
C 0.38 -2.87 -2.57  -0.5918
C -0.48 -3.83 -3.05  -0.1967
C -0.63 -5.06 -2.42  -0.1519
C 0.03 -5.22 -1.19  -0.1846
C 0.74 -4.18 -0.64  -0.6276
Cl 1.41 -4.44 0.96  0.6301
C 0.95 -2.86 -1.23  -0.6294
N 1.57 -1.95 -0.51  -0.2119
H -1.01 -3.71 -3.94  0.0687
H -1.26 -5.84 -2.87  0.0793
H 0.09 -6.16 -0.70  0.0756
C -3.28 -1.17 -1.63  -0.1266
C -2.08 -0.45 -1.05  -0.5539
C -1.88 0.88 -1.86  -0.1330
P -1.98 -0.14 0.81  1.0871
C -3.47 0.99 0.94  -0.5398
C -4.85 0.22 0.89  -0.1203
C -3.44 1.87 2.20  -0.1512
C -2.60 -1.73 1.62  -0.5768
C -2.64 -1.48 3.14  -0.1090
C -1.65 -2.81 1.27  -0.1601
H -3.03 -1.61 -2.64  0.0863
H -4.16 -0.53 -1.70  0.0534
H -3.50 -2.09 -0.98  0.0821
H -1.22 -1.09 -1.15  0.0340
H -2.76 1.55 -1.82  0.0648
H -1.62 0.65 -2.89  0.0485
H -1.05 1.42 -1.41  0.0291
H -3.44 1.61 0.07  0.0600
H -4.95 -0.37 1.84  0.0688
H -5.05 -0.43 0.04  0.0361
H -5.68 1.00 0.84  0.0871
H -3.90 1.40 3.11  0.0732
H -4.00 2.74 2.11  0.0346
H -2.40 2.11 2.46  0.0537
H -3.52 -2.05 1.13  0.0850
H -1.62 -1.33 3.48  0.0693
H -3.09 -2.30 3.58  0.0430
H -3.29 -0.64 3.49  0.0585
H -0.63 -2.48 1.15  0.0354
H -1.99 -3.22 0.33  0.0768
H -1.67 -3.60 1.95  0.0578

Calculated values
- gap between HOMO and LUMO (eV) = 5.17
- total charge = -1

---

Density functional theory data (wB97M-V/def2-TZVPD) for 2 unconnected molecules or ions with the total composition C34H43N4O in a non-equilibrium geometry.

Each line ends with the Löwdin charge.
Geometry (Å):
C -1.04 -2.70 -5.26  0.0001
N -1.40 -1.98 -4.07  -0.0372
C -2.54 -1.23 -4.01  -0.3711
O -3.32 -1.03 -4.94  0.0981
C -2.64 -0.66 -2.59  -0.1516
C -3.81 -1.26 -1.80  -0.0843
C -5.15 -0.87 -2.40  -0.2409
C -5.69 0.38 -2.13  -0.0454
C -6.89 0.78 -2.75  -0.0723
C -7.53 -0.09 -3.64  -0.0733
C -6.99 -1.36 -3.90  -0.0635
C -5.81 -1.75 -3.26  -0.0456
N -1.33 -1.00 -2.03  0.0519
C -0.97 -0.57 -0.80  0.0257
C 0.24 -0.90 -0.19  -0.0601
C 0.66 -0.47 1.07  0.0546
C 1.92 -0.90 1.62  -0.1854
C 2.30 -0.54 2.94  -0.0097
C 3.49 -0.96 3.51  0.0232
C 4.39 -1.78 2.78  -0.2268
N 5.61 -2.19 3.33  -0.2517
C 5.79 -3.49 3.94  -0.0690
C 6.86 -1.51 3.04  -0.0689
C 4.04 -2.16 1.47  0.0162
C 2.85 -1.72 0.90  -0.0001
C -0.53 -1.88 -2.91  -0.4570
C -0.32 -3.28 -2.31  0.0168
C 0.81 -1.26 -3.33  0.0156
H -1.85 -2.62 -5.99  0.1035
H -0.12 -2.29 -5.70  0.0970
H -0.86 -3.76 -5.03  0.0967
H -2.75 0.43 -2.66  0.1776
H -3.70 -2.36 -1.79  0.1331
H -3.74 -0.90 -0.77  0.1163
H -5.17 1.05 -1.44  0.1119
H -7.30 1.76 -2.53  0.1069
H -8.45 0.22 -4.14  0.1078
H -7.48 -2.04 -4.60  0.1101
H -5.38 -2.74 -3.46  0.1187
H -1.72 0.03 -0.27  0.1490
H 0.90 -1.56 -0.75  0.0569
H -0.01 0.11 1.69  0.0917
H 1.61 0.07 3.53  0.1081
H 3.77 -0.67 4.52  0.1273
H 4.82 -4.00 4.05  0.0928
H 6.46 -4.12 3.34  0.0841
H 6.25 -3.37 4.93  0.0878
H 6.66 -0.58 2.50  0.0924
H 7.38 -1.28 3.98  0.0875
H 7.53 -2.15 2.45  0.0841
H 4.72 -2.80 0.90  0.1298
H 2.63 -2.03 -0.12  0.1039
H -1.29 -3.77 -2.17  0.1039
H 0.29 -3.88 -2.99  0.0958
H 0.19 -3.24 -1.34  0.0765
H 0.63 -0.34 -3.90  0.1105
H 1.44 -1.01 -2.46  0.0727
H 1.36 -1.97 -3.95  0.0960
C 3.09 5.31 0.67  -0.0821
C 3.54 4.32 1.54  -0.0757
C 2.63 3.45 2.15  -0.0363
C 1.26 3.58 1.89  -0.1943
C 0.28 2.75 2.68  -0.3053
C -0.53 3.56 3.72  -0.1090
C -1.98 3.06 3.62  -0.1559
C -2.06 2.17 2.36  -0.1952
N -0.67 1.94 1.91  -0.0598
C 0.80 4.57 1.01  -0.0424
C 1.72 5.43 0.39  -0.0749
H 3.81 5.99 0.19  0.1065
H 4.60 4.22 1.77  0.1059
H 2.96 2.67 2.84  0.1076
H 0.86 2.00 3.23  0.1002
H -0.12 3.38 4.72  0.1164
H -0.47 4.63 3.53  0.1161
H -2.24 2.47 4.51  0.1084
H -2.68 3.90 3.56  0.1105
H -2.53 1.21 2.61  0.1019
H -2.67 2.66 1.59  0.1100
H -0.56 1.99 0.90  0.1039
H -0.27 4.68 0.81  0.1187
H 1.36 6.20 -0.30  0.1062

Calculated values
- gap between HOMO and LUMO (eV) = 6.11
- total charge = +1

---

Density functional theory data (wB97M-V/def2-TZVPD) for a molecular structure, C22H62FeN2O19PY in a non-equilibrium geometry.

Each line ends with the Löwdin spin population.
Geometry (Å):
Fe 1.10 2.45 2.27  3.7754
Y -1.13 -2.09 -0.90  0.0003
P 0.20 -0.22 0.31  0.0115
O 0.90 -1.56 -0.01  0.0038
O 0.85 0.85 1.16  0.0723
O -1.02 -0.82 0.93  0.0018
O -0.49 0.06 -1.04  0.0023
C -1.90 -5.74 1.87  0.0000
C -2.20 -4.54 0.98  0.0000
C -3.11 -3.47 1.61  0.0000
O -3.36 -2.50 0.67  0.0000
C -4.31 -1.47 0.97  0.0000
N -0.92 -4.00 0.55  0.0000
H -2.82 -6.25 2.15  0.0000
H -1.45 -5.52 2.84  0.0000
H -1.26 -6.43 1.31  0.0000
H -2.74 -4.85 0.09  0.0000
H -2.73 -3.01 2.53  0.0000
H -4.04 -3.96 1.90  0.0000
H -4.22 -1.05 1.97  0.0000
H -5.31 -1.90 1.05  0.0000
H -4.39 -0.65 0.25  0.0000
H -0.44 -3.86 1.43  0.0000
H -0.29 -4.77 0.37  0.0000
C 3.61 -3.40 0.61  0.0000
C 4.16 -1.99 0.33  0.0000
O 3.33 -1.31 -0.62  0.0000
O 2.43 -3.18 1.32  0.0000
H 4.32 -4.02 1.15  0.0000
H 3.45 -3.82 -0.38  0.0000
H 5.18 -2.12 -0.03  0.0000
H 4.26 -1.44 1.26  0.0000
H 2.40 -1.35 -0.41  0.0000
H 1.84 -2.63 0.80  0.0000
C 1.37 -2.94 -2.89  0.0000
C 0.90 -1.59 -3.34  0.0000
O -0.51 -1.51 -3.20  0.0000
O 0.53 -3.59 -1.86  0.0001
H 2.36 -2.93 -2.45  0.0000
H 1.51 -3.63 -3.71  0.0000
H 1.28 -1.41 -4.35  0.0000
H 1.44 -0.87 -2.73  0.0000
H -0.77 -0.95 -3.94  0.0000
H 0.85 -4.50 -1.80  0.0000
C -3.31 -3.06 -2.97  0.0000
C -3.87 -1.72 -2.53  0.0000
O -2.95 -0.97 -1.83  0.0000
O -2.33 -3.67 -2.10  0.0000
H -3.02 -2.98 -4.02  0.0000
H -4.19 -3.69 -2.94  0.0000
H -4.61 -1.89 -1.75  0.0000
H -4.39 -1.18 -3.33  0.0000
H -3.02 -0.06 -2.15  0.0000
H -2.51 -4.60 -2.19  0.0000
C 0.71 2.35 -3.16  0.0001
C -0.77 2.65 -3.13  0.0000
O -1.49 1.52 -2.77  0.0000
O 1.24 2.10 -1.86  0.0008
H 1.18 3.20 -3.66  0.0000
H 0.88 1.51 -3.82  0.0000
H -1.06 3.04 -4.11  0.0000
H -0.97 3.43 -2.40  0.0000
H -1.06 1.09 -2.02  0.0000
H 0.79 1.34 -1.48  0.0000
C -2.78 2.09 0.67  0.0008
C -3.93 3.06 1.09  0.0000
O -3.69 3.57 2.41  0.0002
O -2.65 1.07 1.72  0.0007
H -1.82 2.60 0.54  0.0008
H -2.92 1.84 -0.38  0.0000
H -4.93 2.64 1.01  0.0000
H -3.90 3.92 0.42  0.0000
H -3.89 4.51 2.34  0.0000
H -2.10 0.35 1.41  0.0000
C 1.54 -0.50 4.47  0.0020
C 1.07 -1.55 3.48  0.0002
O -0.36 -1.52 3.35  0.0000
O 1.17 0.83 4.06  0.0145
H 2.58 -0.70 4.73  0.0001
H 1.14 -0.67 5.46  0.0004
H 1.27 -2.57 3.83  0.0001
H 1.59 -1.27 2.57  0.0000
H -0.53 -1.08 2.51  0.0000
H 1.05 1.35 4.86  0.0003
C 2.12 6.74 -2.39  0.0001
O 1.90 6.20 -1.14  0.0002
C 0.78 5.41 -1.07  0.0027
C 0.70 4.78 0.33  0.0091
N 1.40 3.47 0.45  0.0344
C 2.86 3.66 0.38  0.0050
C 3.70 2.51 0.94  0.0011
O 3.26 2.32 2.30  0.0459
C 4.13 1.57 3.14  0.0038
H 1.93 5.99 -3.17  0.0000
H 3.14 7.08 -2.55  0.0000
H 1.49 7.62 -2.48  0.0000
H 0.82 4.62 -1.83  0.0000
H -0.05 6.06 -1.34  0.0002
H -0.33 4.70 0.69  0.0024
H 1.11 5.48 1.06  0.0009
H 1.26 2.86 -0.34  0.0021
H 3.28 4.54 0.85  0.0000
H 3.04 3.81 -0.69  0.0011
H 4.75 2.80 0.93  0.0002
H 3.56 1.59 0.37  0.0001
H 4.46 0.61 2.74  0.0004
H 3.67 1.49 4.12  0.0002
H 5.00 2.20 3.35  0.0009

Calculated values
- gap between HOMO and LUMO (spin up / spin down) (eV) = 8.20 / 7.80
- total charge = +2
- multiplicity = 5

---

Density functional theory data (wB97M-V/def2-TZVPD) for a molecular structure, C25H29BGdN15S3.

Each line ends with the Löwdin spin population.
Geometry (Å):
Gd -0.08 0.11 0.26  6.8176
C 0.73 3.67 3.04  0.0019
C 0.06 2.48 2.78  0.0028
N 0.22 2.12 1.51  0.0198
N 0.99 3.07 0.93  0.0028
C 1.30 4.01 1.83  0.0016
B 1.36 3.07 -0.59  -0.0018
N 2.37 1.93 -0.93  0.0013
C 3.60 2.08 -1.43  0.0008
C 4.12 0.83 -1.72  0.0006
C 3.10 -0.05 -1.37  0.0010
N 2.05 0.61 -0.89  -0.0002
N 0.10 2.92 -1.44  0.0017
C -0.37 3.76 -2.38  0.0008
C -1.46 3.18 -2.99  0.0011
C -1.60 1.95 -2.35  0.0027
N -0.66 1.80 -1.42  0.0085
H 0.76 4.22 3.97  0.0002
H -0.54 1.87 3.44  0.0002
H 1.89 4.86 1.55  0.0002
H 1.90 4.11 -0.83  0.0000
H 4.02 3.06 -1.56  0.0001
H 5.08 0.60 -2.14  0.0001
H 3.07 -1.12 -1.47  0.0001
H 0.12 4.71 -2.55  0.0001
H -2.06 3.58 -3.79  0.0002
H -2.32 1.16 -2.52  0.0004
N 1.16 -2.39 -0.11  -0.0065
N 1.15 -2.96 -1.39  0.0008
C 0.11 -2.73 -2.21  0.0017
N 0.09 -3.40 -3.36  0.0004
S -1.15 -1.63 -1.86  0.0099
H 2.11 -2.14 0.15  0.0000
H 0.78 -3.04 0.57  0.0001
H 1.73 -3.77 -1.54  0.0000
H 0.82 -4.04 -3.62  0.0000
H -0.65 -3.21 -4.02  0.0001
S 0.76 -1.95 7.92  0.0000
N -0.39 -2.35 6.85  0.0000
C 0.03 -1.91 5.67  0.0000
C -0.68 -2.07 4.42  0.0002
C -1.89 -2.76 4.31  -0.0002
C -2.48 -2.88 3.07  0.0006
C -1.87 -2.27 1.98  0.0010
N -0.73 -1.59 2.07  -0.0027
C -0.12 -1.51 3.27  0.0002
C 1.19 -0.83 3.32  0.0002
N 1.69 -0.36 2.16  -0.0035
C 2.86 0.27 2.18  0.0004
C 3.61 0.44 3.35  0.0002
C 3.11 -0.04 4.53  0.0000
C 1.88 -0.69 4.53  0.0001
C 1.27 -1.24 5.73  0.0000
N 1.78 -1.18 6.95  0.0000
H -2.34 -3.19 5.19  0.0000
H -3.40 -3.42 2.93  0.0000
H -2.32 -2.32 1.00  0.0010
H 3.22 0.65 1.24  0.0003
H 4.56 0.95 3.30  0.0000
H 3.65 0.06 5.46  0.0000
C -5.93 2.20 -1.12  0.0012
N -4.99 1.73 -0.09  0.0050
C -4.09 0.76 -0.16  0.0146
S -2.83 0.80 1.03  0.1024
N -4.13 -0.20 -1.09  0.0032
C -5.26 -0.64 -1.90  0.0006
H -6.04 3.27 -0.99  0.0001
H -6.91 1.73 -1.02  0.0000
H -5.52 2.02 -2.11  0.0001
H -4.86 2.34 0.70  0.0017
H -3.36 -0.85 -1.02  0.0016
H -6.19 -0.51 -1.35  0.0001
H -5.13 -1.71 -2.07  0.0000
H -5.31 -0.14 -2.86  0.0000

Calculated values
- gap between HOMO and LUMO (spin up / spin down) (eV) = 8.34 / 5.07
- total charge = +2
- multiplicity = 8

---

| no. | DFT total energy (a.u.) |
| --- | --- |
| 1 | -3588.95332 |
| 2 | -1615.39240 |
| 3 | -4057.55853 |
| 4 | -3776.28153 |